Entry 1:
Here is C5H7NO as an isolated structure from OMol25. Energies are from ωB97M-V with the def2-TZVPD basis set.

Atoms and positions in Å:
O 2.391 -0.035 0.170
N -0.923 0.567 -0.694
C -0.357 -0.935 0.660
C -1.711 -0.333 0.199
C 0.124 -0.549 -0.780
C 0.085 0.966 0.334
C 1.252 0.423 -0.483
H -2.345 0.181 0.931
H -0.025 1.882 0.927
H 0.116 0.011 1.305
H 2.125 -0.785 0.723
H 0.076 -1.283 -1.588
H -2.314 -1.047 -0.373
H 1.548 1.073 -1.311

The HOMO-LUMO gap is 8.541 eV. The calculation puts the HOMO energy at -7.862 eV. For the energy relative to the best compared isomer or geometry (same formula, charge and spin), the calculation gives 166.2 kcal/mol.

***

Entry 2:
Here is C33H47AsN7Ru as an isolated structure in a non-equilibrium geometry from OMol25. Energies are from ωB97M-V with the def2-TZVPD basis set.

Atoms and positions in Å:
Ru 0.545 -0.826 0.771
As -1.052 1.818 -1.161
N 1.374 -2.866 0.255
N 2.098 -0.189 -0.888
N 0.286 0.944 1.906
N 2.345 -0.819 2.331
N -1.525 -1.855 0.317
N 0.262 -2.102 -2.518
N -0.286 -1.622 2.712
C -4.532 5.016 -3.161
C 2.030 -1.258 3.552
C 0.983 3.123 2.596
C -2.525 1.781 -2.542
C -0.411 0.821 3.031
C 0.240 3.001 3.762
C -2.891 4.764 -4.884
C -1.139 -2.799 2.475
C -2.400 3.575 -4.305
C 2.024 -3.763 -2.007
C 2.634 -1.506 -2.965
C -3.960 5.506 -4.298
C 3.549 -2.213 -0.723
C -2.043 -2.570 1.317
C -2.309 -1.641 -0.757
C 0.976 2.072 1.699
C 4.142 -0.585 4.449
C -3.325 -3.097 1.283
C 0.171 3.034 -2.096
C -4.035 3.828 -2.583
C 3.552 -0.245 2.173
C -4.114 -2.886 0.165
C -1.890 3.083 0.071
C -2.946 3.073 -3.151
C -1.142 -0.477 3.153
C 0.727 -1.950 3.731
C 1.619 -2.635 -2.940
C 2.898 -1.161 4.630
C 3.123 -1.033 -1.594
C 2.496 -3.308 -0.628
C 4.474 -0.108 3.187
C -0.462 1.825 3.982
C -3.591 -2.136 -0.880
H -1.884 -1.028 -1.541
H -5.116 -3.291 0.113
H 4.460 -2.645 -1.142
H 0.217 3.800 4.491
H -3.380 1.332 -2.030
H -1.038 1.683 4.887
H -4.517 3.477 -1.677
H -5.373 5.509 -2.693
H 2.600 0.339 -0.179
H -4.310 6.422 -4.755
H -2.212 1.092 -3.328
H 2.272 -0.667 -3.567
H 0.529 2.584 -3.023
H -2.448 5.097 -5.816
H -0.311 3.983 -2.329
H 1.231 -4.514 -1.934
H 3.505 -1.891 -3.501
H 1.458 -3.019 -3.947
H 1.033 3.253 -1.463
H 4.001 -0.411 -1.778
H 3.816 -1.871 0.278
H 1.763 0.531 -1.529
H -4.172 -1.935 -1.770
H 0.656 -3.590 0.251
H -3.694 -3.668 2.124
H 1.562 4.011 2.387
H 2.955 -4.182 -0.162
H 1.756 -2.889 1.196
H 0.909 -3.028 3.703
H 4.837 -0.502 5.274
H 3.798 0.135 1.190
H 1.556 2.122 0.785
H -1.595 3.063 -4.815
H -2.010 -0.445 2.492
H -0.438 -2.847 -2.530
H 2.865 -4.276 -2.478
H 2.599 -1.540 5.598
H 0.297 -1.706 -1.560
H -2.675 2.583 0.637
H -0.053 -1.371 -3.158
H -1.509 -0.625 4.171
H -0.489 -3.653 2.274
H -1.725 -3.055 3.363
H 0.334 -1.742 4.729
H -1.149 3.472 0.767
H -2.312 3.929 -0.471
H 5.428 0.360 2.994

The spin multiplicity is 2. The HOMO-LUMO gap (spin up / spin down) is 8.389 / 4.776 eV. The calculation puts the HOMO energy (spin up / spin down) at -18.220 / -18.200 eV. Its charge is +4. The expectation value of S² is 0.769. For the energy relative to the best compared isomer or geometry (same formula, charge and spin), the calculation gives 39.2 kcal/mol.

***

Entry 3:
Here is a 2-piece molecular cluster, C21H16ClN3O5 overall in a non-equilibrium geometry from OMol25. Energies are from ωB97M-V with the def2-TZVPD basis set.

Atoms and positions in Å:
Cl -4.442 0.007 -2.485
O 1.044 -3.363 2.315
O -0.361 -3.930 0.760
O 3.994 2.024 -4.589
O -2.318 -0.754 1.576
O 2.458 1.420 -6.002
N 0.584 -3.248 1.172
N -1.893 1.618 0.085
N 2.982 1.379 -4.884
C -1.471 0.067 1.958
C 0.821 -0.956 5.409
C -3.196 2.397 -2.236
C -3.430 1.150 -1.684
C -2.802 0.793 -0.520
C -2.294 3.245 -1.628
C 2.963 0.435 -2.615
C -1.226 1.249 1.249
C 2.381 0.528 -3.863
C 2.431 -0.396 -1.658
C -1.642 2.844 -0.493
C 1.197 -2.291 0.282
C 1.243 -0.206 -4.140
C 0.709 -1.038 -3.184
C 0.861 0.332 4.924
C -0.694 -0.256 3.185
C 1.294 -1.160 -1.923
C 0.107 0.682 3.827
C 0.718 -2.068 -0.941
C -0.741 -1.546 3.703
C 0.009 -1.894 4.805
H 0.791 -0.118 -5.115
H 1.492 1.065 5.396
H 0.125 1.698 3.478
H 1.430 -1.236 6.250
H -0.461 1.920 1.586
H -0.019 -2.904 5.179
H -3.723 2.687 -3.128
H -1.359 -2.279 3.208
H 2.905 -0.458 -0.695
H -3.015 -0.162 -0.077
H -2.099 4.216 -2.053
H -0.163 -2.615 -1.236
H 3.843 1.024 -2.414
H -0.917 3.487 -0.027
H -0.174 -1.613 -3.409
H 2.058 -1.775 0.655

The HOMO-LUMO gap is 5.981 eV. The calculation puts the HOMO energy at -7.648 eV. For the energy relative to the best compared isomer or geometry (same formula, charge and spin), the calculation gives 102.9 kcal/mol.

***

Entry 4:
Here is C18H41N2OP3SYb as an isolated structure in a non-equilibrium geometry from OMol25. Energies are from ωB97M-V with the def2-TZVPD basis set.

Atoms and positions in Å:
Yb -0.500 -0.270 -0.796
S 0.208 -0.508 2.507
P 2.444 -0.217 1.947
P -2.828 0.312 0.425
P 0.401 -2.890 -0.204
O -0.159 1.036 -2.473
N 0.371 -1.077 5.186
N 0.135 1.150 4.673
C 0.251 -0.107 4.269
C 1.044 -2.491 -1.901
C 3.028 -1.478 3.131
C 3.853 -0.320 0.764
C -1.673 2.423 -5.569
C 1.519 -4.234 0.334
C -0.790 1.863 -6.527
C -2.964 0.498 -1.406
C -4.280 -0.745 0.722
C 2.903 1.294 2.840
C -1.083 -3.863 -0.656
C -1.540 2.106 -4.202
C -0.575 1.176 -3.859
C 0.195 0.458 -4.792
C 0.373 3.651 1.837
C 0.093 0.846 -6.132
C 0.857 3.910 0.621
C -3.370 1.964 0.964
H -0.659 3.301 1.977
H 1.931 4.031 0.394
H 4.116 -1.375 3.209
H -0.046 1.892 3.998
H 4.785 -0.315 1.359
H 1.361 -5.139 -0.273
H -2.750 -0.413 -2.006
H 2.567 -1.363 4.114
H 3.862 0.542 0.077
H 0.822 -0.358 -4.417
H -5.089 -0.347 0.091
H -4.044 -1.781 0.431
H 1.279 -4.456 1.384
H 0.825 0.966 -2.494
H 0.316 -2.067 4.938
H 0.159 4.061 -0.228
H 1.225 -3.486 -2.299
H 0.307 -0.872 6.180
H 3.809 -1.251 0.175
H -1.728 -3.981 0.229
H 0.751 0.363 -6.864
H 2.567 -3.906 0.231
H -3.782 1.908 1.979
H -0.776 -4.868 -0.980
H 2.784 -2.469 2.738
H -2.446 1.374 -1.836
H 0.948 3.829 2.763
H -2.525 2.671 0.959
H -2.223 2.569 -3.489
H 2.588 1.284 3.889
H -0.847 2.153 -7.585
H -4.143 2.314 0.269
H 0.047 1.374 5.654
H 3.998 1.376 2.800
H 0.311 -1.979 -2.572
H -2.436 3.137 -5.865
H 2.007 -1.960 -1.859
H 2.462 2.172 2.355
H -4.558 -0.705 1.786
H -4.040 0.660 -1.453
H -1.646 -3.370 -1.462

The spin multiplicity is 2. The HOMO-LUMO gap (spin up / spin down) is 7.143 / 6.886 eV. The calculation puts the HOMO energy (spin up / spin down) at -15.754 / -16.597 eV. Its charge is +3. The expectation value of S² is 0.755. For the energy relative to the best compared isomer or geometry (same formula, charge and spin), the calculation gives 72.7 kcal/mol.

***

Entry 5:
Here is a 3-piece molecular cluster, C36H30F3N4O13S3 overall in a non-equilibrium geometry from OMol25. Energies are from ωB97M-V with the def2-TZVPD basis set.

Atoms and positions in Å:
S -3.261 3.366 -0.663
S 2.717 -3.552 2.331
S -0.049 -0.481 1.505
F -7.842 2.336 -1.105
F -8.895 0.641 -0.254
F -8.390 2.350 1.002
O 9.011 6.378 1.272
O 5.661 2.298 -0.125
O 4.876 4.144 1.516
O -5.501 -1.572 2.035
O 3.143 -3.260 4.903
O 0.121 2.625 0.720
O -3.929 -6.882 -0.866
O -5.606 0.156 3.524
O -2.392 -2.538 -3.434
O 9.777 4.554 -0.394
O -4.851 -3.286 -3.754
O -6.110 0.229 -0.775
O -1.499 -6.069 -0.459
N 1.894 -1.618 4.111
N -0.703 1.889 -0.200
N 2.097 -1.409 5.473
N 1.444 -4.403 -3.095
C -4.199 1.333 0.978
C 8.126 5.432 0.990
C -1.655 0.244 1.310
C 0.525 -0.241 -0.137
C -6.616 0.892 0.369
C -2.694 -3.527 -2.790
C -1.820 1.348 0.494
C -7.929 1.563 0.006
C 1.706 -2.451 -0.011
C 1.369 -3.155 -3.280
C 0.107 0.897 -0.824
C 0.446 3.903 0.194
C -5.586 1.911 0.830
C 2.734 -2.212 1.105
C -1.796 -4.242 -1.912
C -3.642 -5.860 -1.464
C 2.528 -2.700 3.825
C -4.110 -4.029 -2.947
C -4.003 0.210 1.794
C 6.534 3.248 0.156
C 1.653 -1.028 -2.107
C 8.640 4.396 0.017
C 7.772 3.304 -0.359
C -2.737 -0.323 1.959
C -2.236 -5.339 -1.284
C 0.459 1.068 -2.149
C 6.892 5.381 1.506
C 2.806 -2.388 5.882
C -4.550 -5.131 -2.325
C 6.015 4.292 1.121
C 1.834 4.282 0.691
C 2.374 -2.094 -2.907
C 1.226 0.107 -2.783
C 1.313 -1.210 -0.764
C -5.172 -0.467 2.517
C -3.097 1.894 0.331
H 2.347 -4.666 -2.696
H 4.844 2.511 0.370
H -5.575 2.736 0.119
H 2.362 4.865 -0.063
H -4.275 -2.550 -4.041
H -3.585 2.770 -1.817
H 1.492 0.225 -3.827
H -2.599 -1.201 2.576
H 2.409 3.383 0.898
H 3.199 -2.551 -2.363
H 3.735 -2.267 0.675
H 8.149 2.563 -1.050
H -5.904 2.316 1.793
H 0.813 -2.923 0.404
H 3.125 -2.562 6.896
H 0.415 3.863 -0.897
H 2.649 -1.244 1.593
H 0.441 -2.763 -3.702
H -2.081 -6.790 -0.149
H -0.304 4.636 0.505
H -6.504 -0.648 -0.801
H -5.560 -5.499 -2.433
H -6.854 0.172 1.150
H 0.108 1.943 -2.680
H 6.516 6.118 2.202
H 2.745 -1.638 -3.827
H 9.809 6.159 0.751
H 2.151 -3.168 -0.696
H -0.792 -3.865 -1.797
H 1.795 4.873 1.604

The HOMO-LUMO gap is 4.818 eV. The calculation puts the HOMO energy at -5.162 eV. Its charge is -1.

***

Entry 6:
Here is a 14-piece molecular cluster, C8H24B2O28 overall from OMol25. Energies are from ωB97M-V with the def2-TZVPD basis set.

Atoms and positions in Å:
O 1.264 -3.068 4.380
O -5.937 2.452 5.840
O 1.858 -1.143 2.108
O 2.875 1.973 2.638
O 0.780 3.344 -5.931
O 0.523 -4.223 -2.812
O -1.821 -4.726 -0.022
O 1.859 1.759 -3.762
O 4.788 1.485 -2.203
O -0.331 0.301 -1.505
O 3.509 -0.399 -5.267
O -1.807 1.033 0.798
O 1.265 -0.279 5.163
O 1.934 0.238 -2.113
O -0.154 1.204 3.178
O -5.753 -0.497 5.980
O 1.335 0.083 0.275
O 2.365 -6.465 -1.258
O -1.665 3.886 -4.649
O -1.022 1.719 -3.103
O -2.147 1.095 4.224
O 0.442 3.066 0.038
O 1.542 -3.397 0.280
O -3.620 0.778 -1.825
O -4.248 -0.177 4.334
O -3.496 0.972 2.309
O 0.939 -1.746 -1.151
O -4.340 2.158 4.267
C -1.356 1.123 3.177
C -0.166 1.094 -2.539
C -5.192 1.771 5.195
C -5.119 0.220 5.263
C 1.366 -2.250 0.000
C 1.333 1.099 -2.894
C -2.245 1.033 1.917
C 1.574 -1.046 0.952
B 0.956 -0.284 -1.099
B -3.550 0.999 3.808
H 2.776 -0.891 -5.645
H -1.688 3.487 -3.770
H 3.124 0.452 -5.024
H -2.261 -3.921 -0.310
H 1.208 -2.309 4.978
H 2.078 0.229 5.098
H -3.280 0.935 -0.933
H -0.317 -3.877 -2.495
H 0.334 2.189 0.433
H -0.880 -4.535 -0.109
H 0.972 -3.456 -3.178
H 0.694 0.118 4.484
H 2.013 -5.570 -1.350
H 2.330 1.491 2.001
H 4.474 1.971 -1.437
H 1.406 -2.664 3.516
H 4.040 1.488 -2.812
H 1.388 3.174 -0.084
H 3.295 2.665 2.122
H -2.853 0.450 -2.300
H 3.317 -6.357 -1.320
H 1.319 2.843 -5.304
H 0.072 3.670 -5.350
H -2.101 3.234 -5.205

The HOMO-LUMO gap is 9.592 eV. The calculation puts the HOMO energy at -5.944 eV. Its charge is -2. For the energy relative to the best compared isomer or geometry (same formula, charge and spin), the calculation gives 6.9 kcal/mol.

***

Entry 7:
Here is an isolated ion of composition C9H10NO3S and charge -1 in a non-equilibrium geometry from OMol25. Energies are from ωB97M-V with the def2-TZVPD basis set.

Atoms and positions in Å:
S -1.343 -0.624 -0.561
O -2.727 -1.097 0.041
O 0.742 0.194 -2.345
O 0.737 -2.076 -2.723
N -3.350 -0.400 -3.628
C 0.838 -0.297 0.873
C 2.248 -0.556 1.364
C 0.173 -1.258 0.180
C 0.258 -0.926 -2.484
C 0.037 1.478 2.301
C 0.229 1.093 0.832
C -1.320 -1.034 -2.156
C -0.858 1.129 -0.280
C -2.511 -0.818 -2.947
H 2.350 -1.660 1.126
H 1.048 1.726 0.443
H 0.980 1.717 2.738
H -0.426 1.108 -1.295
H 0.426 -2.283 -0.056
H -1.744 1.745 -0.065
H 2.316 -0.179 2.425
H 2.924 -0.026 0.763
H -0.460 0.727 2.948
H -0.567 2.317 2.506

The HOMO-LUMO gap is 6.752 eV. The calculation puts the HOMO energy at -3.867 eV. Its charge is -1. As for the structure (SMILES): CC1=C[S@](=O)(=C(C#N)C(=O)[O-])C[C@H]1C. For the energy relative to the best compared isomer or geometry (same formula, charge and spin), the calculation gives 71.0 kcal/mol.

***

Entry 8:
Here is one molecule with the formula C5H7NO from OMol25. Energies are from ωB97M-V with the def2-TZVPD basis set.

Atoms and positions in Å:
O 0.084 2.088 -0.062
N -0.473 -0.160 0.123
C 0.462 0.785 -0.171
C -1.815 0.124 0.577
C 0.104 -1.405 -0.037
C 1.398 -1.229 -0.439
C 1.638 0.176 -0.530
H 0.871 2.630 -0.188
H -2.265 0.897 -0.051
H -2.411 -0.788 0.501
H -0.469 -2.301 0.154
H 2.552 0.665 -0.840
H -1.819 0.470 1.616
H 2.112 -2.015 -0.647

The HOMO-LUMO gap is 8.440 eV. The calculation puts the HOMO energy at -7.653 eV. As for the structure (SMILES): Cn1cccc1O. For the energy relative to the best compared isomer or geometry (same formula, charge and spin), the calculation gives 14.6 kcal/mol.

***

Entry 9:
Here is C13H33AgN5O6 as an isolated structure in a non-equilibrium geometry from OMol25. Energies are from ωB97M-V with the def2-TZVPD basis set.

Atoms and positions in Å:
Ag 0.536 -0.055 -0.277
O 0.499 1.356 1.541
O 1.726 -1.415 1.129
O -1.692 0.164 0.335
O -0.072 0.058 -2.557
O -0.308 2.246 -0.648
O -0.207 -2.109 -0.992
N 0.199 4.225 -1.593
N 3.673 -2.490 1.242
N -0.814 -0.924 -4.437
N -3.331 -1.305 0.491
N -1.278 -4.005 -0.952
C 0.807 1.071 3.812
C 1.510 1.437 2.548
C -2.156 3.627 -1.218
C 2.507 -2.062 1.774
C 0.199 1.151 -4.621
C 0.779 -3.805 -2.471
C -0.313 0.040 -3.747
C -0.676 3.311 -1.117
C -0.256 -3.276 -1.397
C -3.152 0.406 2.302
C 2.097 -2.591 3.110
C 1.949 2.917 2.509
C -2.671 -0.311 1.030
H -0.834 -1.900 -4.177
H 2.476 0.960 2.386
H 4.017 -2.198 0.339
H -2.394 0.814 2.970
H -0.062 5.186 -1.763
H -0.029 1.768 3.884
H 0.485 0.031 3.859
H 1.775 -3.429 -2.236
H 2.725 3.096 3.253
H -3.725 -0.307 2.894
H 0.731 -4.877 -2.662
H -2.646 2.960 -0.509
H 1.138 1.476 -4.172
H -1.855 -3.639 -0.209
H 2.552 2.975 1.602
H -2.391 4.625 -0.848
H 0.633 -3.258 -3.402
H 2.582 -1.975 3.867
H -2.986 -1.665 -0.388
H -0.144 1.776 2.117
H -0.989 -0.760 -5.418
H 1.022 -2.411 3.092
H 0.399 0.713 -5.599
H -3.776 1.239 1.979
H 2.225 -3.674 3.130
H -2.470 3.299 -2.209
H 1.115 3.608 2.630
H 4.358 -2.938 1.834
H -0.455 2.022 -4.659
H -1.349 -4.971 -1.238
H 1.386 1.363 4.688
H -4.239 -1.541 0.865
H 1.171 3.970 -1.698

The spin multiplicity is 2. The HOMO-LUMO gap (spin up / spin down) is 10.152 / 5.168 eV. The calculation puts the HOMO energy (spin up / spin down) at -14.954 / -14.872 eV. Its charge is +2. The expectation value of S² is 0.752. For the energy relative to the best compared isomer or geometry (same formula, charge and spin), the calculation gives 43.2 kcal/mol.